No. 1
Here is C49H56EuNP4S2 as an isolated structure at a distorted geometry from OMol25. Energies are from ωB97M-V with the def2-TZVPD basis set.

Geometry as ORCA input:
```
! RIJCOSX wB97M-V def2-TZVPD def2/J DEFGRID3
* xyz 0 7
Eu -0.77 -0.47 -1.06
C -3.16 -3.66 2.75
C -2.08 -2.65 2.43
C -1.15 -2.48 3.64
P -1.01 -2.96 0.91
C 0.04 -4.45 1.31
C -0.59 -5.76 1.79
C 0.96 -4.70 0.09
C -2.27 -3.34 -0.40
C -2.24 -4.48 -1.21
C -3.09 -4.67 -2.28
C -3.87 -3.56 -2.65
C -3.83 -2.32 -2.01
C -3.04 -2.21 -0.84
N -2.84 -0.97 -0.11
C -3.90 -0.26 0.46
C -5.07 -0.97 0.91
C -5.90 -0.43 1.80
C -5.77 0.94 2.26
C -4.73 1.67 1.75
C -3.77 1.09 0.93
P -2.11 1.71 0.52
C -2.46 3.44 -0.25
C -2.66 4.55 0.80
C -3.67 3.37 -1.24
C -1.34 2.19 2.20
C -0.58 0.93 2.68
C -2.26 2.69 3.33
H -3.62 -3.47 3.69
H -2.73 -4.66 2.67
H -3.83 -3.62 1.92
H -2.57 -1.71 2.19
H -0.92 -3.41 4.15
H -1.62 -1.92 4.42
H -0.23 -1.96 3.29
H 0.64 -4.14 2.12
H -1.59 -5.93 1.44
H -0.72 -5.76 2.88
H 0.06 -6.62 1.55
H 0.37 -5.11 -0.73
H 1.80 -5.37 0.32
H 1.38 -3.73 -0.20
H -1.69 -5.34 -0.88
H -3.12 -5.63 -2.73
H -4.51 -3.66 -3.53
H -4.39 -1.51 -2.37
H -5.19 -2.03 0.62
H -6.75 -1.04 2.15
H -6.57 1.44 2.75
H -4.60 2.71 2.03
H -1.56 3.68 -0.80
H -3.51 4.50 1.44
H -2.83 5.53 0.31
H -1.78 4.69 1.43
H -4.41 2.64 -0.87
H -3.37 3.00 -2.20
H -4.09 4.33 -1.29
H -0.61 2.91 1.83
H -1.34 0.25 3.04
H 0.17 1.15 3.40
H -0.06 0.39 1.88
H -3.02 1.84 3.61
H -2.75 3.61 3.11
H -1.66 2.94 4.19
S 1.43 -2.04 -2.10
P 2.39 -0.61 -1.04
C 1.42 0.77 -0.75
P 1.08 1.93 -1.88
S -0.73 1.58 -2.83
C 1.02 3.56 -1.01
C 1.65 3.60 0.27
C 1.68 4.79 0.98
C 1.15 5.95 0.42
C 0.54 5.94 -0.85
C 0.54 4.71 -1.58
C 2.30 2.22 -3.24
C 3.22 3.26 -3.18
C 4.09 3.56 -4.23
C 4.06 2.78 -5.37
C 3.09 1.76 -5.47
C 2.25 1.50 -4.41
C 2.88 -1.49 0.50
C 3.72 -2.61 0.41
C 4.28 -3.18 1.49
C 3.97 -2.67 2.76
C 3.15 -1.58 2.85
C 2.65 -0.94 1.72
C 4.07 -0.32 -1.74
C 5.04 0.17 -0.91
C 6.34 0.45 -1.39
C 6.71 0.01 -2.67
C 5.69 -0.61 -3.43
C 4.41 -0.77 -3.01
H 2.10 2.68 0.64
H 2.27 4.87 1.91
H 1.31 6.85 0.97
H 0.17 6.81 -1.36
H 0.13 4.56 -2.53
H 3.28 3.82 -2.25
H 4.76 4.44 -4.15
H 4.78 2.92 -6.15
H 2.96 1.19 -6.38
H 1.48 0.70 -4.56
H 3.92 -3.04 -0.58
H 4.87 -4.09 1.35
H 4.30 -3.04 3.70
H 2.93 -1.13 3.78
H 2.00 -0.13 1.80
H 4.79 0.45 0.14
H 7.10 0.93 -0.72
H 7.65 0.16 -3.09
H 5.89 -0.73 -4.49
H 3.61 -1.13 -3.68
*
```

Calculated values
**Lowest unoccupied orbital energy (spin up / spin down)**: -0.606 / 0.509 eV
**Energy**: -4827.6589 Ha
**Maximum force**: 0.0656 Eh/bohr
**Kohn-Sham gap (spin up / spin down)**: 6.5 / 7.7 eV
**HOMO level (spin up / spin down)**: -7.1 / -7.2 eV
**<S²>**: 12.039

Atom charges from the Mulliken analysis, given in e for atoms 1 to 2: 0.0953 -1.5480



No. 2
Here is C49H56IMoN3O5Se as an isolated structure at a distorted geometry from OMol25. Energies are from ωB97M-V with the def2-TZVPD basis set.

Geometry as ORCA input:
```
! RIJCOSX wB97M-V def2-TZVPD def2/J DEFGRID3
* xyz 0 3
Mo -0.10 0.15 -0.07
C -1.11 1.32 4.07
C -1.15 0.83 2.66
N -0.13 1.02 1.82
N 0.92 1.73 2.26
C 1.77 1.90 1.27
O 1.45 1.41 0.12
C 3.03 2.60 1.44
C 3.86 2.81 0.34
C 5.06 3.48 0.49
C 5.45 3.93 1.74
C 4.62 3.74 2.84
C 3.42 3.08 2.70
C -2.26 0.22 2.05
C -3.54 0.12 2.63
C -4.60 -0.32 1.87
C -4.37 -0.62 0.52
C -3.09 -0.51 0.02
N -2.03 -0.16 0.75
H -0.13 1.76 4.25
H -1.28 0.51 4.77
H -1.87 2.09 4.23
H 3.55 2.45 -0.63
H 5.70 3.65 -0.36
H 6.41 4.43 1.87
H 4.92 4.11 3.81
H 2.76 2.91 3.53
H -3.67 0.40 3.66
H -5.59 -0.40 2.29
H -5.18 -0.94 -0.12
H -2.90 -0.70 -1.03
C 1.48 -2.13 -7.14
C 0.41 -2.98 -6.46
C -0.91 -2.79 -7.23
C 0.86 -4.45 -6.51
C 0.18 -2.56 -5.01
C 0.84 -1.49 -4.43
C 0.52 -1.14 -3.14
Se 1.35 0.34 -2.27
C 0.15 1.67 -3.02
C 0.34 2.20 -4.28
C -0.57 3.11 -4.79
C -1.61 3.52 -3.95
C -1.80 3.05 -2.67
C -0.93 2.05 -2.20
O -1.10 1.42 -1.06
C -2.95 3.64 -1.85
C -3.00 3.13 -0.40
C -2.76 5.16 -1.78
C -4.27 3.27 -2.53
C -0.49 3.68 -6.19
C 0.68 3.09 -6.99
C -1.79 3.33 -6.94
C -0.31 5.20 -6.11
C -0.41 -1.82 -2.33
O -0.66 -1.32 -1.13
C -1.01 -2.98 -2.89
C -0.72 -3.26 -4.22
C -1.96 -3.92 -2.16
C -3.38 -3.67 -2.72
C -1.97 -3.71 -0.64
C -1.55 -5.38 -2.39
H 1.61 -2.46 -8.17
H 1.20 -1.08 -7.16
H 2.44 -2.23 -6.64
H -0.77 -3.05 -8.28
H -1.70 -3.41 -6.81
H -1.22 -1.75 -7.16
H 1.07 -4.73 -7.54
H 1.77 -4.58 -5.92
H 0.10 -5.12 -6.12
H 1.59 -0.92 -4.95
H 1.20 1.88 -4.84
H -2.30 4.25 -4.34
H -2.05 3.30 0.11
H -3.78 3.67 0.14
H -3.23 2.07 -0.36
H -1.80 5.39 -1.33
H -2.79 5.62 -2.77
H -3.55 5.60 -1.18
H -4.35 2.19 -2.61
H -5.11 3.64 -1.95
H -4.33 3.68 -3.53
H 0.58 2.01 -7.07
H 0.67 3.50 -8.00
H 1.63 3.33 -6.53
H -1.92 2.25 -6.94
H -2.65 3.77 -6.46
H -1.74 3.68 -7.97
H 0.59 5.44 -5.55
H -0.22 5.62 -7.11
H -1.15 5.67 -5.61
H -1.23 -4.10 -4.67
H -3.66 -2.63 -2.58
H -3.42 -3.90 -3.78
H -4.10 -4.30 -2.20
H -2.44 -2.77 -0.37
H -2.54 -4.52 -0.18
H -0.96 -3.72 -0.25
H -1.55 -5.66 -3.44
H -0.56 -5.56 -1.99
H -2.25 -6.04 -1.88
I 7.10 -3.55 3.87
C 5.45 -2.94 2.69
C 4.18 -2.94 3.25
C 3.11 -2.52 2.49
C 3.30 -2.12 1.17
C 4.58 -2.13 0.63
C 5.66 -2.54 1.39
C 2.20 -1.62 0.30
O 2.34 -1.64 -0.92
O 1.16 -1.15 0.89
H 4.04 -3.26 4.27
H 2.11 -2.51 2.91
H 4.71 -1.81 -0.39
H 6.66 -2.53 0.96
*
```

Calculated values
**Lowest unoccupied orbital energy (spin up / spin down)**: -0.978 / -1.386 eV
**Energy**: -5208.7063 Ha
**Maximum force**: 0.0394 Eh/bohr
**Kohn-Sham gap (spin up / spin down)**: 5.6 / 6.2 eV
**HOMO level (spin up / spin down)**: -6.6 / -7.6 eV
**<S²>**: 2.042

Atom charges from the Mulliken analysis, given in e for atoms 1 to 2: -1.4055 -1.8969



No. 3
Here is C49H56N8O2S5Ti as an isolated structure at a distorted geometry from OMol25. Energies are from ωB97M-V with the def2-TZVPD basis set.

Geometry as ORCA input:
```
! RIJCOSX wB97M-V def2-TZVPD def2/J DEFGRID3
* xyz 2 1
Ti -0.35 1.19 -0.70
C -1.61 4.06 -0.94
C -2.95 3.49 -0.45
C -3.34 2.20 -1.12
C -4.68 1.86 -1.28
C -5.02 0.65 -1.86
C -4.00 -0.16 -2.34
C -2.69 0.25 -2.16
N -2.36 1.38 -1.53
N -0.50 3.58 -0.11
C -0.55 4.27 1.20
C -0.99 3.41 2.36
C -1.95 3.85 3.26
C -2.23 3.06 4.36
C -1.55 1.86 4.51
C -0.61 1.51 3.55
N -0.33 2.27 2.50
C 0.82 3.85 -0.70
C 1.81 2.96 0.02
C 3.08 3.37 0.42
C 3.85 2.50 1.17
C 3.32 1.27 1.53
C 2.07 0.91 1.05
N 1.34 1.74 0.30
H -1.66 5.16 -0.92
H -1.45 3.74 -1.98
H -3.75 4.22 -0.62
H -2.90 3.30 0.63
H -5.45 2.53 -0.91
H -6.05 0.36 -1.97
H -4.20 -1.09 -2.85
H -1.87 -0.36 -2.53
H -1.20 5.15 1.14
H 0.45 4.62 1.46
H -2.44 4.81 3.12
H -2.97 3.37 5.08
H -1.74 1.21 5.35
H -0.07 0.58 3.61
H 1.10 4.91 -0.62
H 0.83 3.57 -1.76
H 3.45 4.34 0.14
H 4.84 2.79 1.50
H 3.88 0.59 2.16
H 1.63 -0.05 1.30
C -3.81 -1.27 3.62
C -4.29 -1.04 2.19
N -3.47 -1.72 1.21
C -3.79 -3.11 0.89
C -2.93 -4.10 1.68
C -2.39 -1.16 0.68
S -1.96 0.44 1.10
N -1.70 -1.94 -0.17
C -0.57 -1.68 -0.75
O 0.05 -0.54 -0.70
C 0.00 -2.78 -1.55
C -0.75 -3.95 -1.73
C -0.28 -4.96 -2.55
C 0.94 -4.83 -3.19
C 1.71 -3.69 -2.98
C 1.24 -2.68 -2.17
H -4.37 -0.63 4.30
H -2.76 -1.04 3.71
H -3.98 -2.31 3.92
H -4.25 0.03 1.97
H -5.32 -1.39 2.09
H -3.63 -3.25 -0.18
H -4.85 -3.27 1.11
H -1.88 -3.87 1.52
H -3.12 -5.11 1.32
H -3.16 -4.06 2.74
H -1.71 -4.04 -1.24
H -0.87 -5.85 -2.69
H 1.30 -5.61 -3.84
H 2.67 -3.59 -3.47
H 1.84 -1.79 -2.04
C 3.11 -2.93 1.36
N 2.96 -2.89 2.80
C 4.18 -3.14 3.53
C 1.80 -2.53 3.38
S 0.58 -1.79 2.48
N 1.65 -2.72 4.71
C 0.64 -1.96 5.41
C 1.88 -4.02 5.33
H 3.50 -3.90 1.06
H 3.81 -2.16 1.03
H 2.15 -2.77 0.88
H 4.99 -2.59 3.06
H 4.45 -4.20 3.53
H 4.08 -2.80 4.56
H 0.71 -0.91 5.12
H 0.83 -2.04 6.48
H -0.37 -2.32 5.20
H 2.49 -4.66 4.70
H 0.92 -4.51 5.50
H 2.38 -3.89 6.29
O 0.18 1.57 -2.30
C 1.13 1.42 -3.33
C 1.03 2.52 -4.37
C 0.42 3.74 -4.34
C 0.63 4.49 -5.52
C 1.38 3.83 -6.44
S 1.83 2.27 -5.89
C 2.52 1.45 -2.71
C 3.06 0.58 -1.81
C 4.40 0.89 -1.48
C 4.84 2.01 -2.11
S 3.64 2.70 -3.12
C 0.95 0.12 -4.11
C 1.92 -0.67 -4.64
C 1.42 -1.67 -5.50
C 0.07 -1.61 -5.64
S -0.61 -0.32 -4.72
H -0.16 4.12 -3.53
H 0.24 5.48 -5.67
H 1.70 4.16 -7.40
H 2.54 -0.26 -1.39
H 5.02 0.29 -0.84
H 5.81 2.48 -2.04
H 2.97 -0.54 -4.44
H 2.03 -2.40 -6.00
H -0.58 -2.23 -6.22
*
```

Calculated values
**Lowest unoccupied orbital energy**: -5.699 eV
**Energy**: -5329.4042 Ha
**Maximum force**: 0.0540 Eh/bohr
**Kohn-Sham gap**: 6.7 eV
**HOMO level**: -12.4 eV

Atom charges from the Mulliken analysis, given in e for atoms 1 to 2: -0.8126 -0.9067



No. 4
Here is C49H57AsIrN7O6P as an isolated structure at a distorted geometry from OMol25. Energies are from ωB97M-V with the def2-TZVPD basis set.

Geometry as ORCA input:
```
! RIJCOSX wB97M-V def2-TZVPD def2/J DEFGRID3
* xyz 2 2
Ir -1.59 1.27 -1.16
O -1.03 0.34 5.06
C -1.08 0.47 3.73
C -1.66 -0.49 2.90
C -1.68 -0.25 1.54
N -1.16 0.84 1.00
C -0.57 1.74 1.77
C -0.50 1.60 3.14
C 0.02 2.94 0.98
O 0.66 3.77 1.59
O -0.26 2.91 -0.25
C -2.17 -1.26 0.47
O -1.98 -2.44 0.69
O -2.63 -0.72 -0.58
H -1.51 -0.44 5.37
H -2.10 -1.40 3.28
H -0.02 2.36 3.75
C -3.14 3.56 1.36
N -4.07 2.84 0.51
C -5.06 2.04 1.18
C -4.15 3.13 -0.82
N -3.07 2.90 -1.55
C -2.76 3.42 -2.78
C -2.93 4.77 -3.10
C -2.64 5.24 -4.36
C -2.19 4.35 -5.35
C -1.96 3.03 -5.04
C -2.18 2.55 -3.75
N -1.78 1.29 -3.38
C -1.85 0.24 -4.22
N -0.77 -0.57 -4.36
C 0.55 0.00 -4.55
C -0.88 -2.00 -4.60
N -3.00 -0.08 -4.82
C -4.26 0.44 -4.33
C -3.10 -0.80 -6.08
N -5.33 3.55 -1.30
C -6.38 4.05 -0.44
C -5.69 3.54 -2.70
H -3.63 4.42 1.82
H -2.31 3.92 0.77
H -2.78 2.91 2.16
H -4.55 1.22 1.70
H -5.73 1.59 0.45
H -5.65 2.60 1.91
H -3.24 5.46 -2.33
H -2.73 6.29 -4.59
H -1.99 4.70 -6.35
H -1.56 2.37 -5.79
H 0.82 0.00 -5.61
H 1.31 -0.58 -4.03
H 0.57 1.03 -4.19
H -1.85 -2.34 -4.26
H -0.12 -2.51 -4.02
H -0.73 -2.27 -5.65
H -4.17 0.62 -3.26
H -5.03 -0.31 -4.51
H -4.53 1.36 -4.86
H -2.14 -0.78 -6.60
H -3.84 -0.30 -6.71
H -3.42 -1.83 -5.93
H -5.99 4.36 0.52
H -7.17 3.31 -0.30
H -6.83 4.93 -0.92
H -5.06 2.87 -3.26
H -5.61 4.54 -3.13
H -6.73 3.21 -2.79
O -0.01 -0.71 -1.52
H -0.71 -1.38 -1.57
H 0.33 -0.55 -2.40
C 1.37 -1.98 2.36
C 2.77 -2.44 2.62
As 3.10 -3.33 4.41
C 3.10 -1.85 5.68
C 3.30 -2.20 7.01
C 3.31 -1.25 8.01
C 3.09 0.08 7.69
C 2.89 0.45 6.36
C 2.88 -0.51 5.37
C 5.00 -3.45 3.93
C 5.44 -4.61 3.30
C 6.71 -4.66 2.74
C 7.54 -3.55 2.82
C 7.11 -2.41 3.47
C 5.85 -2.35 4.03
P 1.23 -1.53 0.55
C 2.66 -0.47 0.16
C 3.99 -0.90 0.16
C 5.00 0.01 -0.07
C 4.72 1.34 -0.30
C 3.41 1.77 -0.34
C 2.38 0.87 -0.12
C 1.45 -3.08 -0.35
C 2.34 -3.19 -1.42
C 2.40 -4.36 -2.15
C 1.55 -5.41 -1.85
C 0.64 -5.30 -0.81
C 0.58 -4.14 -0.06
H 1.11 -1.10 2.96
H 0.62 -2.76 2.54
H 3.47 -1.61 2.57
H 3.07 -3.21 1.90
H 3.46 -3.25 7.26
H 3.47 -1.54 9.04
H 3.08 0.84 8.46
H 2.73 1.49 6.11
H 2.73 -0.20 4.34
H 4.79 -5.47 3.24
H 7.04 -5.56 2.25
H 8.53 -3.59 2.38
H 7.76 -1.55 3.53
H 5.51 -1.45 4.53
H 4.23 -1.94 0.33
H 6.03 -0.33 -0.05
H 5.52 2.05 -0.48
H 3.17 2.81 -0.52
H 1.36 1.19 -0.18
H 3.00 -2.37 -1.66
H 3.11 -4.45 -2.96
H 1.58 -6.32 -2.44
H -0.04 -6.11 -0.59
H -0.15 -4.04 0.73
*
```

Calculated values
**Lowest unoccupied orbital energy (spin up / spin down)**: -7.057 / -9.050 eV
**Energy**: -5416.9701 Ha
**Maximum force**: 0.0759 Eh/bohr
**Kohn-Sham gap (spin up / spin down)**: 3.7 / 1.7 eV
**HOMO level (spin up / spin down)**: -10.7 / -10.7 eV
**<S²>**: 0.806

Atom charges from the Mulliken analysis, given in e for atoms 1 to 2: 1.7385 -0.5455



Q: What is the maximum force in the second record?
A: 0.0394 Eh/bohr